No. 1
DFT (wB97M-V/def2-TZVPD) results for C33H37ClO2ScSi2 as an isolated structure.

Computed properties:
HOMO-LUMO gap: 5.34 eV
Charge: +1
E_HOMO: -0.30764 Eh
F_max: 6.805 eV Å⁻¹
ΔE to the lowest compared entry with this formula, charge and spin: 2.519 eV

Each line ends with the Mulliken charge.
Positions of all 76 atoms, in Å:
C 0.19 0.73 1.47  -0.583
C -8.57 0.76 -2.08  -0.242
H -2.72 0.55 -9.04  0.424
C -2.04 0.35 -5.71  0.729
C -6.33 -0.87 -4.62  -0.489
H 0.37 -2.54 3.63  0.256
Cl -2.72 -2.80 0.24  -0.453
C -5.84 1.58 -5.89  -0.695
H -0.90 -0.96 -3.69  -0.267
H -2.42 -2.14 -4.94  -0.186
H -2.56 1.97 0.01  0.831
H 1.26 0.54 1.59  0.459
Sc -1.40 -0.89 0.60  0.410
C -0.45 1.34 0.35  -0.788
H 0.00 -4.25 0.81  0.495
H 2.09 -0.32 -0.67  0.237
H -5.22 1.16 0.31  0.493
H -5.65 2.55 -6.37  0.428
C -5.87 0.40 -6.63  -0.480
H -7.32 -1.81 -0.19  0.219
C 0.55 -2.79 -0.67  -0.643
H -11.44 -0.81 -1.11  0.380
C -4.75 0.77 -0.59  -0.356
H -9.78 -2.24 0.08  0.389
H -2.94 1.88 -3.28  0.268
H 0.86 0.31 -1.83  0.188
H -5.67 0.42 -7.70  0.429
H -1.05 1.89 -4.54  0.312
C -4.58 -0.64 -0.81  -0.491
C -4.16 -1.07 -2.12  -0.784
C 0.54 -3.28 0.77  -0.646
C -1.37 2.51 -6.59  -0.573
H -1.78 2.85 -8.69  0.388
C -6.04 1.53 -4.50  -0.182
H 0.04 1.72 -0.55  0.733
Si -5.81 0.12 -1.98  -0.761
H -0.60 0.21 3.51  0.647
H -4.91 -1.36 -0.07  0.824
C -2.37 0.86 -8.05  -0.487
C -6.17 -0.82 -6.01  -0.736
C -4.42 1.61 -1.70  -0.986
C -7.64 -0.11 -1.50  0.451
H -0.23 -3.30 -1.26  0.236
H -6.26 -1.74 -6.60  0.404
H -2.84 -1.05 -7.15  0.318
C -9.94 0.51 -1.93  -0.711
C -2.05 1.00 1.98  -0.760
O -0.12 -2.30 1.62  0.124
H -6.04 2.45 -3.92  0.413
C -3.35 -0.21 -2.94  1.198
H -0.92 3.49 -6.42  0.384
H -4.25 -2.12 -2.38  0.738
C -1.83 1.48 0.66  -0.292
H -10.66 1.16 -2.42  0.399
C -2.45 -0.05 -6.99  -0.553
H -0.58 -3.91 2.90  0.356
C -0.45 -2.81 2.93  -0.755
C 1.31 -0.58 -1.40  -0.962
C -9.43 -1.41 -0.54  -0.700
C -10.37 -0.59 -1.19  -0.482
C -8.06 -1.17 -0.69  -0.392
O 0.26 -1.35 -0.74  0.495
H -4.66 2.68 -1.62  0.402
C -6.16 0.30 -3.87  0.636
H -6.55 -1.82 -4.12  0.347
H 1.54 -2.99 -1.10  0.508
C -3.49 1.15 -2.68  -0.135
H -1.39 -2.34 3.25  0.251
H 1.56 -3.40 1.14  0.373
C -1.45 1.61 -5.52  -0.147
C -1.84 2.14 -7.85  -0.566
H -2.98 1.08 2.55  0.515
H 1.75 -1.20 -2.20  0.448
H -8.22 1.60 -2.69  0.333
C -0.80 0.53 2.49  -0.567
Si -2.23 -0.86 -4.34  -0.018

***

No. 2
DFT (wB97M-V/def2-TZVPD) results for a 5-piece molecular cluster, C19H28N2O3 overall.

Computed properties:
HOMO-LUMO gap: 9.42 eV
E_HOMO: -0.33301 Eh
F_max: 1.026 eV Å⁻¹
ΔE to the lowest compared entry with this formula, charge and spin: 3.169 eV

Each line ends with the natural charge from an NBO analysis.
Positions of all 52 atoms, in Å:
H 0.68 2.36 -5.38  0.238
H -3.71 -3.81 3.20  0.239
C -4.21 -3.22 3.95  -0.721
H -4.26 -1.09 5.63  0.225
C -0.73 -1.09 0.18  -0.169
H 1.56 4.71 -2.65  0.271
H -0.02 2.76 -1.95  0.227
C 1.01 -3.33 2.72  0.032
H -5.27 -3.44 4.05  0.245
C 0.32 -1.31 -0.70  -0.253
C 2.77 -2.06 3.71  -0.166
H 4.61 -2.17 2.68  0.223
C 3.58 -2.48 2.65  -0.256
H 4.34 1.29 -3.51  0.237
H -2.69 -0.84 4.94  0.234
H 0.76 -2.12 4.49  0.217
O 2.59 3.12 -3.93  -0.560
H 0.01 -3.75 2.79  0.191
H -0.73 -1.45 1.20  0.216
C 3.02 -3.28 1.67  0.030
C -1.86 -0.43 -0.29  -0.255
C 1.31 1.51 -5.12  -0.730
H 3.60 -3.59 0.80  0.195
O -1.23 5.47 -2.90  -0.551
H 3.17 -1.45 4.50  0.219
H 1.04 6.28 -2.11  0.231
H 2.94 0.52 -2.75  0.239
C 2.44 1.97 -4.24  0.605
H -1.06 3.41 -0.68  0.231
H -4.01 0.24 4.46  0.240
H 1.14 -1.95 -0.39  0.227
C -0.87 3.42 -1.75  -0.721
C 0.21 -0.84 -1.99  0.020
H -1.73 3.03 -2.29  0.231
N -0.81 -0.11 -2.43  -0.434
C 1.45 -2.46 3.72  -0.261
C 3.34 0.90 -3.69  -0.726
C -4.05 -1.75 3.59  0.594
N 1.78 -3.73 1.71  -0.421
H -2.67 0.63 -1.97  0.194
H -3.77 -3.43 4.93  0.212
H 1.20 4.97 -0.90  0.216
C -3.76 -0.79 4.70  -0.720
H 1.03 -0.98 -2.69  0.184
C -1.85 0.03 -1.61  0.034
H -2.72 -0.20 0.32  0.237
H 3.45 0.05 -4.38  0.218
C -0.48 4.79 -2.24  0.597
C 0.92 5.22 -1.92  -0.736
H 1.73 1.04 -6.01  0.229
O -4.22 -1.37 2.46  -0.547
H 0.68 0.81 -4.56  0.252

***

No. 3
DFT (wB97M-V/def2-TZVPD) results for a 2-piece molecular cluster, C9H16N2O overall.

Computed properties:
HOMO-LUMO gap: 9.50 eV
E_HOMO: -0.31922 Eh
F_max: 2.368 eV Å⁻¹
ΔE to the lowest compared entry with this formula, charge and spin: 3.675 eV

Each line ends with the natural charge from an NBO analysis.
Positions of all 28 atoms, in Å:
C 3.51 -3.03 -2.40  -0.391
C 1.59 -2.08 -1.09  -0.346
H -2.91 0.70 -1.49  0.204
H 0.50 3.10 2.17  0.187
O -1.16 2.25 1.42  -0.516
C -2.43 1.85 1.65  0.707
C 2.94 -2.01 -1.76  -0.150
H -3.90 0.97 0.58  0.392
H 3.01 -4.00 -2.50  0.192
H 3.46 -1.06 -1.68  0.203
C -0.49 2.84 2.53  -0.251
H -1.02 3.74 2.87  0.195
H -3.92 1.66 2.81  0.339
H -1.36 0.57 -0.61  0.223
N -2.96 1.31 0.52  -0.634
C -2.25 1.19 -0.74  -0.417
C 0.70 -1.03 -1.61  0.031
H 2.20 -1.00 0.70  0.212
H 1.14 -3.06 -1.32  0.231
H -0.43 2.13 3.36  0.195
H 4.49 -2.95 -2.85  0.204
C -0.01 -0.15 -2.02  -0.272
H 2.36 -2.76 0.82  0.215
H -1.95 2.17 -1.12  0.194
C 1.73 -1.95 0.44  -0.582
H -0.62 0.60 -2.42  0.232
H 0.76 -2.00 0.93  0.218
N -2.97 2.00 2.80  -0.814

***

No. 4
DFT (wB97M-V/def2-TZVPD) results for C24H29CrI2N6O3S2 as an isolated structure.

Computed properties:
2S+1: 5
HOMO-LUMO gap (alpha / beta): 7.36 / 7.65 eV
Charge: +1
E_HOMO (alpha / beta): -0.36675 / -0.38135 Eh
F_max: 1.579 eV Å⁻¹
ΔE to the lowest compared entry with this formula, charge and spin: 0.277 eV

Each line ends with the natural charge from an NBO analysis.
Positions of all 67 atoms, in Å:
S 2.39 -1.45 -0.50  1.238
C -1.75 -1.27 1.09  -0.231
H -2.12 -1.42 -2.78  0.222
C -2.29 0.58 -2.04  0.169
I -2.48 3.45 -1.00  0.287
S -0.43 3.59 1.94  -0.203
C -0.04 -0.04 4.26  -0.643
O -2.15 -4.25 -0.09  -0.723
H 1.83 4.02 4.66  0.398
C -2.71 1.86 -2.37  -0.185
N -1.25 -2.06 3.73  -0.374
H -2.86 -1.36 -0.73  0.193
H -3.67 3.14 -3.79  0.236
C -1.95 -2.85 2.89  -0.037
H -0.27 -0.34 5.28  0.246
H 1.04 -0.16 4.11  0.201
C -2.09 -0.79 -0.21  0.176
C 3.49 3.74 -2.16  -0.115
N 1.89 2.51 2.65  -0.446
H 2.67 1.62 1.05  0.374
C 0.89 3.37 2.94  0.308
H 1.95 -4.90 0.59  0.238
H -0.29 1.01 4.11  0.226
H -1.75 -4.94 0.44  0.473
C 2.24 -4.05 -0.02  -0.412
C -0.99 -0.45 1.97  0.432
N 1.79 1.64 1.56  -0.640
H 2.87 -2.65 1.55  0.240
H -2.31 -3.78 3.31  0.197
C 1.35 -3.88 -1.25  -0.421
H -3.71 -2.99 0.07  0.184
H -3.61 -4.14 1.39  0.189
N -1.68 0.29 -0.79  -0.570
C 2.92 2.68 -2.85  -0.286
C -3.52 1.12 -4.51  -0.199
H 2.25 -2.45 -2.66  0.239
C -2.25 -2.50 1.59  -0.018
C -2.49 -0.43 -2.99  -0.249
H 1.12 -2.59 1.18  0.242
C -3.09 -0.16 -4.21  -0.196
C -3.33 2.13 -3.58  -0.215
H 0.93 4.20 -0.02  0.240
H 0.66 -1.96 -2.05  0.247
C -3.02 -3.49 0.74  -0.090
H -4.00 1.34 -5.45  0.232
C -0.80 -0.91 3.31  0.147
H 3.41 2.27 -3.72  0.248
H 1.58 -4.63 -2.01  0.231
C 2.75 4.30 -1.13  -0.250
N 1.02 2.64 -1.37  -0.592
C 2.12 -2.75 0.76  -0.593
C 1.70 2.20 -2.44  0.122
H -3.21 -0.96 -4.93  0.229
H 3.11 5.18 -0.61  0.240
N 1.00 4.03 4.10  -0.775
O -0.53 0.69 1.61  -0.826
H 0.31 -4.00 -0.97  0.232
Cr -0.13 1.57 0.01  1.079
H 4.46 4.13 -2.44  0.239
C 1.54 3.75 -0.79  0.045
H 0.30 4.72 4.30  0.429
H 2.55 2.28 3.38  0.383
I 0.78 0.78 -3.67  0.249
H 3.29 -4.19 -0.32  0.213
C 1.58 -2.47 -1.79  -0.594
O 1.48 -0.29 -0.18  -1.023
H 1.53 0.70 1.84  0.394

***

No. 5
DFT (wB97M-V/def2-TZVPD) results for C37H44AsN4O10S3TeV as an isolated structure.

Computed properties:
2S+1: 2
HOMO-LUMO gap (alpha / beta): 7.75 / 7.91 eV
Charge: +1
E_HOMO (alpha / beta): -0.41349 / -0.41362 Eh
F_max: 2.826 eV Å⁻¹
ΔE to the lowest compared entry with this formula, charge and spin: 3.362 eV

Each line ends with the Mulliken charge.
Positions of all 101 atoms, in Å:
C 5.03 5.33 6.66  -1.589
H 0.64 0.72 6.03  0.557
H 2.03 5.30 1.15  -0.019
C -1.92 -5.05 -3.77  -0.917
C 0.16 -1.36 6.39  -0.700
H 0.99 -3.60 2.08  0.308
C 5.15 3.57 -1.75  0.456
C -1.61 -5.14 -2.28  -0.742
H 5.58 2.36 2.27  0.367
C 0.17 -2.82 -5.54  -0.760
H 0.97 -4.82 -7.10  0.369
H 2.61 6.08 5.66  0.406
C 4.28 4.75 5.50  0.726
H -2.48 -4.81 -1.70  0.267
S 0.30 0.98 3.15  0.763
O -0.74 0.71 2.19  -0.660
H 4.83 0.21 0.56  0.707
H 3.52 -3.68 -0.58  0.261
C -0.24 2.76 -0.60  0.386
N 0.38 1.62 -0.07  0.650
H 2.70 -4.55 -6.86  0.470
C 4.16 3.13 3.69  0.710
C 4.81 3.69 4.77  -0.772
H -0.61 -3.26 -6.16  0.423
S 1.15 -4.89 -1.63  -0.289
H -0.43 -3.42 6.43  0.416
O 0.41 1.39 -3.77  -0.683
C 0.90 -1.15 -4.01  0.335
C 4.49 4.59 -1.09  -0.953
C -0.23 -2.56 5.81  -0.632
H 4.68 5.62 -1.37  0.436
H -1.38 -6.17 -2.01  0.409
C 0.24 -0.37 4.24  -0.199
C 2.91 3.66 3.30  0.800
C 0.39 -0.24 5.60  -0.455
C 2.93 5.55 0.59  -1.940
O 0.33 3.84 -0.55  -0.555
N -0.54 -3.00 -1.67  -0.760
C 1.03 5.38 3.68  -2.241
C -0.37 -2.68 4.43  -0.700
C 1.74 -4.63 -6.35  -1.614
C 4.90 2.27 -1.34  -0.801
H -0.69 -3.61 3.98  0.606
N 2.90 -2.94 -0.87  -0.471
O 0.15 2.20 3.90  -0.548
H 0.37 4.73 3.11  0.319
H 3.08 0.33 0.76  -0.114
C -0.13 -1.58 3.62  -0.405
H 5.70 3.52 -3.82  0.308
C 4.83 1.99 2.97  -1.455
H 0.49 5.65 4.59  0.562
V 0.55 -0.01 -0.46  1.604
C 6.11 3.85 -2.87  -1.585
C 1.45 -3.38 -5.57  0.837
As -0.36 -1.78 1.67  1.055
C 3.90 0.52 0.08  -2.058
O 1.73 1.04 2.51  -0.375
C 3.05 5.25 5.11  -0.702
C 2.20 -1.65 -4.05  -0.543
H -2.16 1.79 -0.67  0.343
H 2.63 6.28 -0.16  0.567
N 0.65 -2.42 -1.30  0.807
H 4.11 1.39 2.43  -0.322
H 5.43 1.45 -1.82  0.498
H -1.12 -1.32 -4.71  0.458
H 4.53 6.21 7.07  0.371
O -0.60 -0.06 -2.06  -0.646
H 2.98 -1.17 -3.48  0.296
C 3.32 3.02 0.29  1.324
H -2.16 3.56 -0.96  0.475
O 0.21 -3.45 1.54  -0.600
H -1.58 2.44 -2.20  0.289
H 3.77 -0.10 -0.81  0.539
H -1.08 -5.41 -4.37  0.194
C -0.11 -1.72 -4.76  -0.615
H -2.14 -4.02 -4.05  0.199
H 5.13 4.59 7.46  0.333
H 6.33 4.92 -2.94  0.379
H 5.34 1.34 3.69  0.565
C 2.35 4.73 4.03  0.690
H 1.19 6.30 3.11  0.432
H 6.04 5.62 6.36  0.361
H 3.00 -2.05 -0.41  0.029
C 4.00 1.97 -0.33  1.212
C 1.62 -3.28 -1.21  0.174
O -1.82 -1.75 0.98  -0.754
H 3.64 6.02 1.27  0.437
C -1.63 2.62 -1.13  -1.536
O 0.99 -0.96 0.90  -0.489
H 1.78 -5.49 -5.68  0.280
H 5.77 3.28 5.07  0.491
H 3.46 -3.18 -4.84  0.438
C 2.46 -2.77 -4.82  -0.750
H -2.79 -5.66 -4.01  0.461
O 1.70 0.29 -1.98  -0.157
C -0.47 -4.26 -1.88  0.512
H 7.05 3.32 -2.71  0.371
H 0.26 -1.29 7.46  0.433
S 0.55 0.22 -2.98  1.606
Te 1.70 2.95 1.67  1.558
C 3.56 4.35 -0.08  0.472

***

No. 6
DFT (wB97M-V/def2-TZVPD) results for the molecule H3N2OP.

Computed properties:
HOMO-LUMO gap: 9.94 eV
E_HOMO: -0.36484 Eh
F_max: 2.971 eV Å⁻¹
ΔE to the lowest compared entry with this formula, charge and spin: 0.831 eV

Each line ends with the natural charge from an NBO analysis.
Positions of all 7 atoms, in Å:
P 1.43 -1.17 -0.08  1.423
H -1.72 0.09 0.70  0.354
N -1.28 -0.08 -0.17  -0.667
H 0.79 0.67 0.22  0.410
N 0.14 -0.11 -0.11  -0.823
H -1.66 0.62 -0.88  0.359
O 2.30 -0.03 0.32  -1.056